Computed, not measured: a structure of composition H26KrO13 in a non-equilibrium geometry, with ωB97M-V/def2-TZVPD.

The geometry in XYZ format:
```
40
Properties=species:S:1:pos:R:3:forces:R:3
Kr 0.80808 -1.46851 15.63736 0.01 -0.01 0.03
O 2.75471 -4.33568 16.68581 1.00 0.25 -0.15
H 1.81799 -4.20543 16.83358 -0.58 -0.06 -0.09
H 2.84118 -5.27151 16.50424 0.01 -0.31 0.15
O -1.50971 0.42543 18.23015 -0.21 -0.02 0.18
H -2.08537 0.84719 18.86809 -0.21 0.16 0.18
H -1.73810 0.83281 17.39462 0.13 0.08 -0.48
O -0.25391 -3.04066 12.57503 -0.60 1.26 -0.52
H 0.61414 -3.44197 12.61592 0.64 -0.47 -0.02
H -0.74361 -3.45512 13.28542 -0.25 -0.47 0.44
O 2.37430 0.65934 18.20225 -0.08 -0.05 0.49
H 3.10831 0.15376 18.55136 0.32 -0.08 0.17
H 2.62063 0.84572 17.29627 -0.12 0.06 -0.70
O -1.41938 -4.51429 14.51618 -0.54 0.06 -0.45
H -1.04566 -4.51918 15.39740 0.54 -0.22 0.56
H -2.28272 -4.11521 14.62386 -0.36 0.02 -0.05
O -0.35885 -0.19566 12.36892 0.01 0.90 0.11
H -0.30348 -1.11003 12.64656 0.11 -1.17 -0.01
H -1.12222 -0.16577 11.79221 -0.13 -0.02 -0.24
O 0.10199 -3.71262 19.14253 -0.13 -1.15 -0.34
H -0.38670 -3.77733 19.96304 -0.05 0.00 0.18
H 0.15953 -2.77269 18.97097 0.19 1.07 0.17
O 0.43722 -0.97267 19.52734 0.06 -0.95 0.60
H -0.31632 -0.44075 19.27148 -0.19 0.29 -0.43
H 1.17319 -0.59273 19.04754 0.20 0.46 -0.34
O 3.28344 1.44289 15.45554 -0.31 -0.05 0.26
H 3.72740 0.73418 14.98986 0.07 -0.21 -0.24
H 3.96516 1.83607 16.00041 0.30 0.33 0.05
O -0.93794 1.62837 14.42170 -0.41 0.52 0.79
H -0.87334 0.90596 13.79707 0.23 -0.50 -0.63
H -0.02966 1.85160 14.62526 0.22 0.07 0.00
O 2.21032 -4.05023 12.33056 -0.56 -0.23 -0.60
H 2.79482 -3.71304 13.00944 0.80 -0.07 0.61
H 2.26015 -3.40249 11.62757 0.09 0.07 -0.41
O 0.12788 -5.03868 16.68300 -0.01 -0.12 -0.43
H -0.05761 -4.79729 17.59049 -0.24 0.55 1.07
H 0.41098 -5.95181 16.73062 -0.07 -0.35 -0.18
O 4.03601 -3.65989 14.28289 0.41 0.21 -0.82
H 3.50511 -4.03880 14.98348 -0.36 -0.02 0.85
H 4.02810 -2.71886 14.45797 0.10 0.21 0.24
```
Positions in Å, forces in eV/Å.

Properties
Spin multiplicity = 1
E = -3747.35510 hartree
Relative energy (zero: lowest compared OMol25 entry of this formula, charge and spin) = 0.8 kcal/mol

Atomic charges from the natural (NBO) analysis, expressed in e, are listed below:
1 Kr -0.0011
2 O -0.9640
3 H 0.5013
4 H 0.4662
5 O -0.9602
6 H 0.4754
7 H 0.5008
8 O -1.0246
9 H 0.4889
10 H 0.4916
11 O -0.9598
12 H 0.4685
13 H 0.4928
14 O -0.9601
15 H 0.5011
16 H 0.4693
17 O -0.9806
18 H 0.5078
19 H 0.4735
20 O -0.9950
21 H 0.4805
22 H 0.5114
23 O -0.9970
24 H 0.4962
25 H 0.4935
26 O -0.9394
27 H 0.4773
28 H 0.4745
29 O -0.9805
30 H 0.4940
31 H 0.4653
32 O -0.9570
33 H 0.4918
34 H 0.4691
35 O -0.9807
36 H 0.5164
37 H 0.4815
38 O -0.9552
39 H 0.4991
40 H 0.4672